Density functional theory data (ωB97M-V/def2-TZVPD) for 2 unconnected molecules or ions with the total composition C23H30F3N2O4P in a non-equilibrium geometry.

**HOMO-LUMO gap**: 4.60 eV
**Net charge**: +2
**Lowest unoccupied orbital energy**: -0.2868 Ha
**Max |F|**: 1.60 eV/A

Cartesian coordinates (Å):
1 C 1.9172 6.8588 0.1815
2 C 0.5150 6.6596 -0.4388
3 C 0.3010 5.2784 -1.0795
4 C 0.3513 4.1491 -0.0470
5 C -0.9983 3.6529 0.4326
6 O -2.1034 4.0229 0.2033
7 O -0.7407 2.5654 1.2130
8 C 0.6259 2.0760 0.9758
9 C 1.4971 2.4517 2.1805
10 C 2.2103 1.2616 2.8333
11 C 3.0805 1.6664 3.9809
12 F 2.5235 1.5962 5.2094
13 C 4.3486 2.0404 3.9030
14 F 5.1693 2.0793 4.9158
15 F 4.9182 2.4022 2.7768
16 C 0.9493 2.7646 -0.3808
17 P 2.6470 2.5667 -1.1065
18 O 3.1603 4.1000 -1.0634
19 O 3.5225 1.8257 0.0693
20 H 2.4697 5.9231 0.2062
21 H 2.4905 7.6092 -0.3575
22 H 1.8353 7.2059 1.2127
23 H -0.2672 6.8395 0.2997
24 H 0.4086 7.3922 -1.2391
25 H 0.9950 5.1349 -1.9035
26 H -0.7154 5.2961 -1.4851
27 H 0.7460 4.5857 0.8772
28 H 0.4796 0.9952 0.8946
29 H 2.2673 3.1605 1.8712
30 H 0.8682 2.9580 2.9121
31 H 2.8163 0.7331 2.1028
32 H 1.4871 0.5567 3.2537
33 H 0.2690 2.3260 -1.1172
34 H 4.0389 4.1170 -1.4719
35 H 3.5747 0.8866 -0.1415
36 C -3.4341 0.0770 0.3420
37 N -2.9934 -1.2865 -0.0505
38 C -3.7350 -2.3398 0.3272
39 C -3.3887 -3.6176 -0.0446
40 C -2.2574 -3.8236 -0.8301
41 C -1.4966 -2.7162 -1.1914
42 C -1.8864 -1.4576 -0.7860
43 C -1.8814 -5.1863 -1.2913
44 C -1.7562 -5.4650 -2.6486
45 C -1.3732 -6.7244 -3.0556
46 N -1.1145 -7.6867 -2.1583
47 C -1.2453 -7.4496 -0.8424
48 C -1.6294 -6.2121 -0.3827
49 C -0.6628 -9.0295 -2.6042
50 H -3.5188 0.1168 1.4245
51 H -4.3957 0.2675 -0.1277
52 H -2.7061 0.8095 0.0062
53 H -4.6124 -2.1287 0.9225
54 H -4.0190 -4.4398 0.2651
55 H -0.5979 -2.8185 -1.7837
56 H -1.3280 -0.5703 -1.0476
57 H -1.9603 -4.7142 -3.3994
58 H -1.2633 -6.9810 -4.0991
59 H -1.0258 -8.2716 -0.1754
60 H -1.7099 -6.0540 0.6839
61 H -1.3513 -9.7751 -2.2160
62 H 0.3407 -9.1990 -2.2223
63 H -0.6558 -9.0612 -3.6881

=====

Density functional theory data (ωB97M-V/def2-TZVPD) for a molecular structure, C23H30F4N2P in a non-equilibrium geometry.

**HOMO-LUMO gap**: 7.13 eV
**Net charge**: +1
**Lowest unoccupied orbital energy**: -0.1894 Ha
**Max |F|**: 5.58 eV/A

Cartesian coordinates (Å):
1 F 3.1131 -1.7144 5.5422
2 C 2.8603 -0.5106 6.1739
3 C 3.9414 0.3039 6.5085
4 C 3.6365 1.4931 7.1894
5 F 4.6778 2.3214 7.5576
6 C 2.3410 1.8485 7.5245
7 C 1.2719 0.9241 7.3326
8 C 0.0014 1.1535 8.0425
9 C -1.3005 0.8601 7.3807
10 C -2.3214 1.8588 7.3206
11 C -3.5803 1.5320 6.9029
12 F -4.6108 2.4480 7.0392
13 C -3.9370 0.2560 6.3854
14 C -2.8733 -0.7000 6.4119
15 F -3.1627 -1.9624 5.9352
16 C -1.6140 -0.4113 6.8561
17 C 1.5372 -0.1743 6.4641
18 H 4.9677 -0.0160 6.3678
19 H 2.1427 2.8519 7.9183
20 H 0.0029 2.1962 8.4797
21 H -2.0798 2.9041 7.5645
22 H -4.9204 -0.0054 6.1270
23 H -0.8275 -1.1838 6.8231
24 H 0.7379 -0.7327 5.9743
25 C 3.3581 0.0930 12.7281
26 C 2.5310 -0.4280 11.5540
27 C 2.9347 0.3054 10.2761
28 C 2.7987 -1.9285 11.3615
29 N 1.0845 -0.2319 11.7798
30 C 0.6646 0.8485 12.6920
31 C -0.8551 0.8605 12.6687
32 N -1.2697 -0.2078 11.7393
33 C -2.7116 -0.3675 11.4597
34 C -3.5672 0.1370 12.6218
35 C -2.9956 -1.8577 11.2181
36 C -3.0667 0.4077 10.1925
37 P -0.0751 -0.5613 10.5559
38 H -0.0295 0.3247 9.1188
39 H 3.0584 -0.3771 13.6691
40 H 4.4086 -0.1745 12.5537
41 H 3.3174 1.1853 12.8174
42 H 2.4455 -0.1409 9.3972
43 H 2.6449 1.3674 10.3314
44 H 4.0209 0.2241 10.1195
45 H 2.2754 -2.3402 10.4857
46 H 3.8755 -2.0951 11.2086
47 H 2.4891 -2.4952 12.2527
48 H 1.0188 0.6960 13.7210
49 H 1.0477 1.8027 12.2955
50 H -1.2470 0.7099 13.6862
51 H -1.2099 1.8241 12.2692
52 H -3.5107 1.2256 12.7460
53 H -4.6145 -0.1127 12.4033
54 H -3.3050 -0.3669 13.5557
55 H -2.4528 -2.2569 10.3485
56 H -2.7223 -2.4505 12.1041
57 H -4.0696 -1.9981 11.0312
58 H -2.5389 -0.0098 9.3215
59 H -4.1461 0.3305 9.9875
60 H -2.7690 1.4641 10.2900

=====

Density functional theory data (ωB97M-V/def2-TZVPD) for 8 unconnected molecules or ions with the total composition C23H30F6O20 in a non-equilibrium geometry.

**HOMO-LUMO gap (alpha / beta)**: 8.68 / 2.67 eV
**Multiplicity**: 2
**Net charge**: +1
**Lowest unoccupied orbital energy (alpha / beta)**: -0.1204 / -0.3413 Ha
**Max |F|**: 5.05 eV/A
**⟨S²⟩**: 0.7542

Cartesian coordinates (Å):
1 C 1.2185 1.1738 2.5948
2 C 0.9766 1.7166 3.9876
3 O 1.4042 0.6698 4.7781
4 C 1.2788 -0.4746 4.0547
5 O 1.3171 -1.6035 4.4828
6 O 1.0299 -0.1680 2.8319
7 F -0.3686 1.9058 4.1747
8 H 2.2356 1.4064 2.2794
9 H 0.5496 1.5107 1.8029
10 H 1.4939 2.6624 4.1492
11 C -4.6516 -1.6176 0.9145
12 C -5.7365 -1.2614 -0.0107
13 O -5.3471 -1.9674 -1.1904
14 C -4.4742 -2.8918 -0.9486
15 O -4.1471 -3.7010 -1.7840
16 O -4.0785 -2.8289 0.3462
17 F -5.6265 0.1192 -0.2834
18 H -4.9866 -1.6294 1.9517
19 H -3.8675 -0.8612 0.8807
20 H -6.7154 -1.4071 0.4461
21 C -0.6203 -3.9405 2.4577
22 C -1.9188 -3.1832 2.8406
23 O -1.8257 -3.2374 4.2560
24 C -1.0230 -4.2713 4.5607
25 O -1.0889 -4.7764 5.6613
26 O -0.3979 -4.7529 3.5200
27 F -2.9708 -3.9181 2.5623
28 H 0.1139 -3.1718 2.2167
29 H -0.7124 -4.5617 1.5668
30 H -1.9719 -2.2177 2.3376
31 C 6.0954 -0.8482 0.2546
32 C 5.6660 -0.0037 1.4748
33 O 4.2585 -0.1863 1.5662
34 C 3.8263 -0.7672 0.4500
35 O 2.6111 -0.9272 0.1570
36 O 4.8786 -0.9410 -0.4059
37 F 5.8892 1.2638 1.1150
38 H 6.5344 -1.8229 0.4678
39 H 6.6792 -0.2525 -0.4470
40 H 6.1848 -0.2271 2.4071
41 C 0.0737 -3.5389 -4.0420
42 C 0.4621 -2.4570 -2.9605
43 O 0.1291 -1.1931 -3.5357
44 C -0.2497 -1.4555 -4.8752
45 O -0.4729 -0.5567 -5.6910
46 O -0.2665 -2.7597 -5.1588
47 F 1.8214 -2.3682 -2.8071
48 H -0.7101 -4.1901 -3.6551
49 H 0.8743 -4.2601 -4.2067
50 H 0.0134 -2.5656 -1.9731
51 C -2.2906 2.2129 -3.2452
52 C -3.7073 1.8954 -3.0230
53 O -4.1393 2.8106 -2.0892
54 C -3.0493 3.4026 -1.5285
55 O -3.1303 4.3210 -0.7076
56 O -1.9463 2.9237 -2.0552
57 F -3.6646 0.7483 -2.3762
58 H -2.0317 2.7965 -4.1287
59 H -1.7379 1.2774 -3.3311
60 H -4.3206 1.7764 -3.9161
61 C 3.4826 4.4919 -0.4750
62 C 2.6233 3.4212 0.1410
63 C 1.1754 3.7632 -0.2629
64 O 1.2749 5.0161 -1.0268
65 C 2.6287 5.1959 -1.4452
66 H 4.2683 3.8938 -0.9365
67 H 3.9380 5.0867 0.3168
68 H 2.7093 3.3831 1.2269
69 H 2.8819 2.4359 -0.2468
70 H 0.6171 3.9387 0.6567
71 H 0.6405 3.0983 -0.9411
72 H 2.9347 6.2318 -1.2986
73 H 2.7135 4.9045 -2.4921
74 C -1.1240 -0.0489 -0.3869
75 O -0.5082 -1.2664 0.0594
76 H -0.8330 0.1609 -1.4162
77 H -2.2024 -0.1816 -0.4733
78 H -0.9489 0.8662 0.1788
79 H 0.3590 -1.2208 -0.3496

=====

Density functional theory data (ωB97M-V/def2-TZVPD) for 2 unconnected molecules or ions with the total composition C23H30FN3O6 in a non-equilibrium geometry.

**HOMO-LUMO gap**: 8.76 eV
**Lowest unoccupied orbital energy**: 0.0141 Ha
**Max |F|**: 2.60 eV/A

Cartesian coordinates (Å):
1 O -0.9782 -2.2678 -4.8060
2 C -1.9615 -1.6791 -4.3662
3 N -2.8850 -1.1963 -5.2707
4 C -2.8774 -1.4894 -6.7024
5 C -3.3842 -2.9066 -6.9818
6 O -4.7413 -3.0436 -6.5403
7 C -2.1430 -1.5296 -2.9062
8 C -1.1980 -2.1050 -2.0313
9 C -1.3139 -2.0139 -0.6341
10 C -0.3221 -2.6544 0.2562
11 C 0.3224 -3.8497 -0.1174
12 C 1.2479 -4.4624 0.7355
13 C 1.5475 -3.8974 1.9753
14 F 2.4407 -4.4901 2.7993
15 C 0.9159 -2.7144 2.3585
16 C -0.0066 -2.0942 1.5083
17 C -2.4062 -1.3084 -0.1064
18 C -3.3525 -0.7231 -0.9468
19 O -4.4168 -0.0317 -0.4195
20 C -3.2277 -0.8344 -2.3356
21 O -4.2151 -0.2233 -3.0571
22 H -3.7450 -0.8399 -4.8546
23 H -1.8632 -1.3782 -7.1010
24 H -3.5132 -0.7686 -7.2260
25 H -2.7489 -3.6357 -6.4679
26 H -3.3249 -3.1081 -8.0560
27 H -5.0459 -3.9604 -6.6502
28 H -0.3473 -2.6285 -2.4593
29 H 0.0970 -4.3296 -1.0652
30 H 1.7340 -5.3877 0.4428
31 H 1.1499 -2.2824 3.3258
32 H -0.4662 -1.1643 1.8299
33 H -2.5368 -1.2300 0.9669
34 H -4.2991 0.0908 0.5392
35 H -4.8164 0.1742 -2.3950
36 C 2.8554 1.2664 0.3101
37 N 1.4380 1.4771 0.6040
38 C 0.9001 2.1742 1.6111
39 O -0.3197 2.2389 1.7097
40 C 1.7866 2.8531 2.6685
41 N 1.3653 4.2588 2.8274
42 C 2.1176 5.3585 2.8355
43 C 3.6087 5.2598 2.5848
44 O 1.6117 6.4514 3.0303
45 C 1.6783 2.0966 4.0122
46 C 2.0932 0.6252 3.8788
47 C 2.5536 2.7176 5.1100
48 H 2.9546 0.6366 -0.5762
49 H 3.3474 0.7657 1.1453
50 H 3.3464 2.2217 0.1144
51 H 0.7658 1.0698 -0.0305
52 H 2.8221 2.8079 2.3439
53 H 0.3749 4.4206 2.9447
54 H 4.0687 4.6435 3.3528
55 H 3.7806 4.8341 1.5987
56 H 4.0349 6.2615 2.6233
57 H 0.6417 2.1279 4.3500
58 H 1.4438 0.1133 3.1714
59 H 3.1281 0.5520 3.5442
60 H 1.9963 0.1281 4.8445
61 H 3.6026 2.6952 4.8151
62 H 2.2523 3.7484 5.2968
63 H 2.4324 2.1593 6.0386

=====

Density functional theory data (ωB97M-V/def2-TZVPD) for C23H30N2O3S in the gas phase in a non-equilibrium geometry.

**HOMO-LUMO gap**: 9.58 eV
**Lowest unoccupied orbital energy**: 0.0240 Ha
**Max |F|**: 1.13 eV/A

Cartesian coordinates (Å):
1 C -8.3572 -1.0035 0.6289
2 C -6.9293 -0.5804 0.4675
3 C -6.4994 0.6406 0.9688
4 C -5.1866 1.0530 0.8351
5 C -4.2824 0.2366 0.1749
6 N -2.9255 0.6221 -0.0021
7 C -2.0234 0.3438 1.1083
8 C -0.6383 0.1076 0.5788
9 C 0.3721 1.0377 0.7863
10 C 1.6358 0.8305 0.2616
11 C 1.9060 -0.3099 -0.4878
12 C 3.2412 -0.5712 -1.1083
13 O 3.3573 -1.1222 -2.1868
14 N 4.2928 -0.1536 -0.3710
15 C 5.6675 -0.3215 -0.7904
16 C 6.4053 -1.3174 0.1118
17 C 6.6376 -0.7539 1.5116
18 C 7.3972 0.5672 1.4374
19 C 6.6333 1.5766 0.5859
20 C 6.3971 1.0256 -0.8186
21 C 0.8871 -1.2309 -0.7136
22 C -0.3688 -1.0284 -0.1775
23 S -2.6826 2.1100 -0.7392
24 C -1.6158 1.6674 -2.1318
25 O -3.9239 2.5702 -1.2852
26 O -1.9604 2.9858 0.1413
27 C -4.7003 -0.9844 -0.3334
28 C -6.0136 -1.4067 -0.1916
29 C -6.4423 -2.7303 -0.7480
30 H -8.9241 -0.2473 1.1651
31 H -8.4211 -1.9413 1.1801
32 H -8.8224 -1.1598 -0.3437
33 H -7.2063 1.2821 1.4749
34 H -4.8600 2.0068 1.2188
35 H -2.0186 1.1840 1.8128
36 H -2.3943 -0.5498 1.6182
37 H 0.1560 1.9380 1.3401
38 H 2.3987 1.5815 0.4102
39 H 4.1320 0.2327 0.5441
40 H 5.6080 -0.7282 -1.8061
41 H 7.3685 -1.5481 -0.3469
42 H 5.8297 -2.2432 0.1688
43 H 7.2048 -1.4752 2.1033
44 H 5.6808 -0.5994 2.0165
45 H 7.5499 0.9667 2.4421
46 H 8.3799 0.3927 0.9937
47 H 7.1983 2.5084 0.5188
48 H 5.6787 1.8094 1.0640
49 H 7.3593 0.8840 -1.3140
50 H 5.8166 1.7369 -1.4093
51 H 1.1035 -2.1013 -1.3144
52 H -1.1553 -1.7481 -0.3488
53 H -1.5404 2.5412 -2.7666
54 H -2.1015 0.8568 -2.6572
55 H -0.6434 1.3739 -1.7626
56 H -3.9841 -1.6086 -0.8478
57 H -6.8329 -3.3708 0.0422
58 H -5.6077 -3.2376 -1.2243
59 H -7.2331 -2.5968 -1.4852

=====

Density functional theory data (ωB97M-V/def2-TZVPD) for C23H30N2O3S in the gas phase.

**HOMO-LUMO gap**: 8.66 eV
**Lowest unoccupied orbital energy**: 0.0209 Ha
**Max |F|**: 0.62 eV/A

Cartesian coordinates (Å):
1 C -4.6891 1.1149 -2.2955
2 O -3.9674 0.5844 -1.2033
3 C -4.6299 0.6684 0.0326
4 C -4.7404 2.1069 0.5743
5 N -3.4701 2.7804 0.4797
6 C -3.2343 3.7365 -0.4547
7 O -4.1241 4.2723 -1.0869
8 C -1.7925 4.0841 -0.6148
9 C -1.4024 5.4134 -0.6723
10 C -0.0628 5.7209 -0.8454
11 C 0.8718 4.7162 -0.9833
12 C 0.4839 3.3734 -0.9559
13 O 1.4855 2.4746 -1.1372
14 C 1.2095 1.0813 -1.1501
15 C 1.0719 0.5144 0.2657
16 C 0.9309 -1.0131 0.2010
17 N 2.0144 -1.6714 -0.5010
18 C 3.2440 -1.7543 0.2709
19 C 3.0664 -2.6745 1.4503
20 C 3.5398 -2.3373 2.7086
21 C 3.3712 -3.2124 3.7712
22 C 2.7260 -4.4169 3.5864
23 C 2.2436 -4.7586 2.3243
24 S 1.4266 -6.3207 2.1937
25 C 0.9576 -6.4228 0.4430
26 C 2.4191 -3.8895 1.2610
27 C 2.1738 -1.1229 -1.8311
28 C 2.3807 0.3973 -1.8544
29 C -0.8566 3.0633 -0.7597
30 H -5.6875 0.6666 -2.3566
31 H -4.7846 2.2028 -2.2362
32 H -4.1205 0.8549 -3.1862
33 H -4.0244 0.0644 0.7157
34 H -5.6366 0.2294 -0.0314
35 H -5.4477 2.6942 -0.0153
36 H -5.0809 2.0736 1.6136
37 H -2.6810 2.3299 0.9163
38 H -2.1469 6.1878 -0.5767
39 H 0.2537 6.7525 -0.8801
40 H 1.9167 4.9403 -1.1301
41 H 0.2911 0.8841 -1.7226
42 H 1.9595 0.7897 0.8386
43 H 0.2061 0.9428 0.7725
44 H 0.8746 -1.4258 1.2106
45 H 0.0021 -1.2624 -0.3238
46 H 4.0131 -2.1739 -0.3868
47 H 3.6075 -0.7766 0.6237
48 H 4.0426 -1.3933 2.8614
49 H 3.7430 -2.9491 4.7503
50 H 2.5861 -5.1032 4.4075
51 H 0.4487 -7.3754 0.3325
52 H 1.8466 -6.4045 -0.1806
53 H 0.2821 -5.6106 0.1910
54 H 2.0545 -4.1147 0.2727
55 H 3.0146 -1.6221 -2.3177
56 H 1.2644 -1.3658 -2.3918
57 H 3.3059 0.6648 -1.3419
58 H 2.4502 0.7522 -2.8829
59 H -1.2002 2.0397 -0.7625

=====

Density functional theory data (ωB97M-V/def2-TZVPD) for a molecular structure, C23H30N2O5 in a non-equilibrium geometry.

**HOMO-LUMO gap**: 7.87 eV
**Lowest unoccupied orbital energy**: -0.0085 Ha
**Max |F|**: 19.04 eV/A

Cartesian coordinates (Å):
1 C 1.6869 3.5248 1.4694
2 C 1.5603 2.4263 0.3790
3 C 2.4803 1.4840 0.2004
4 C 2.1598 0.3396 -0.7457
5 C 0.9758 0.2395 -1.6545
6 C -0.0238 1.3411 -1.2950
7 C 0.1633 2.3134 -0.2423
8 O -0.6197 3.5005 -0.2962
9 C -1.9402 3.5180 -0.8704
10 C -1.8431 3.6809 -2.2971
11 H -2.5336 3.1533 -2.7562
12 H -2.4161 4.7905 -2.6324
13 H -0.8439 3.5168 -2.7861
14 C -2.6518 2.3094 -0.3270
15 O -3.3177 1.5308 -1.2734
16 N -2.6494 1.9553 1.0801
17 H -1.9611 2.4377 1.5598
18 C -3.2091 0.8042 1.7146
19 H -3.8471 1.3259 2.2498
20 H -3.6547 0.2699 0.9879
21 C -2.1702 0.0578 2.3188
22 C -1.3175 -0.5993 1.6089
23 N -1.9510 -1.6242 0.8282
24 C -1.9258 -2.9711 1.6189
25 C -2.8111 -3.8373 0.5189
26 O -2.4086 -4.1344 -0.6120
27 C -2.5485 -3.0972 -1.2608
28 C -1.5719 -1.7308 -0.6624
29 H -1.8191 -0.9677 -1.0180
30 H -0.5320 -2.2726 -0.6940
31 H -2.2799 -2.9891 -2.3500
32 H -3.6160 -2.5438 -1.3363
33 H -2.6925 -4.9597 1.2282
34 H -3.8643 -3.7718 0.8441
35 H -2.1902 -2.9651 2.4928
36 H -0.7923 -3.2239 1.4515
37 H -0.3121 -1.0975 1.8337
38 H -0.8092 0.0265 0.9789
39 H -1.5516 0.7803 3.0515
40 H -2.7499 -0.5189 3.1551
41 H -2.3005 4.2585 -0.1139
42 H -0.9987 1.4946 -1.7111
43 H 0.6773 -0.4007 -2.2012
44 C 3.0527 -0.7885 -0.7642
45 C 4.0753 -0.5576 -0.0450
46 C 4.5423 0.3656 0.9851
47 O 5.3943 0.4217 1.8080
48 O 3.5459 1.2557 1.0675
49 C 5.1100 -1.7011 -0.2948
50 H 5.9982 -1.4291 -0.1970
51 H 5.0122 -2.4435 0.5957
52 C 4.5823 -2.3525 -1.5587
53 H 4.7690 -3.4221 -1.5950
54 H 5.2448 -2.1378 -2.2378
55 C 3.2441 -1.9205 -1.5642
56 H 2.9431 -1.5095 -2.5081
57 H 2.3561 -2.6349 -1.4073
58 H 0.9063 3.3918 2.3029
59 H 1.4298 4.5873 0.9650
60 H 2.8142 3.5006 2.0132